# 1
ORCA calculation (ωB97M-V with the def2-TZVPD basis set) on C29H21BaBrN4O5 as an isolated structure.

```
61
Properties=species:S:1:pos:R:3:mulliken_charge:R:1
Ba -0.92 0.04 1.53 2.00
O -0.32 3.33 5.27 -0.46
C -0.57 2.66 4.14 0.21
O -1.03 1.54 4.13 -0.48
C -0.25 3.43 2.91 0.37
C 0.26 4.71 2.92 -0.50
C 0.51 5.31 1.68 -0.40
C 0.24 4.61 0.52 -0.48
C -0.29 3.33 0.62 0.43
N -0.52 2.75 1.79 -0.13
C -0.63 2.51 -0.64 0.37
O -0.16 2.91 -1.70 -0.69
O -1.38 1.50 -0.42 -1.07
H -0.58 2.75 6.01 0.38
H 0.46 5.22 3.85 0.49
H 0.91 6.32 1.64 0.43
H 0.41 5.02 -0.46 0.50
C 1.37 -3.13 2.15 -1.34
C 0.74 -2.41 3.32 0.47
C -0.56 -2.70 3.73 -0.31
C -1.11 -2.09 4.85 -0.55
C -0.37 -1.17 5.57 -0.43
C 0.92 -0.85 5.16 -0.49
C 1.46 -1.46 4.04 -0.14
H 2.01 -2.45 1.58 0.21
H 0.62 -3.53 1.48 0.22
H 1.99 -3.96 2.52 0.45
H -1.14 -3.42 3.16 0.38
H -2.12 -2.34 5.15 0.41
H -0.80 -0.70 6.45 0.41
H 1.50 -0.13 5.72 0.43
H 2.47 -1.20 3.72 0.33
Br -4.36 1.12 -4.26 -0.21
C -2.62 0.48 -4.64 0.01
C -1.52 1.09 -4.04 -0.34
C -0.25 0.60 -4.30 -0.11
C -0.09 -0.50 -5.14 -0.09
C -1.19 -1.06 -5.77 -0.21
C -2.46 -0.59 -5.51 -0.50
N 1.19 -1.07 -5.51 -0.41
N 2.07 -1.33 -4.68 -0.56
C 1.87 -1.19 -3.27 -0.12
C 2.83 -0.47 -2.59 -0.47
C 2.68 -0.14 -1.24 -0.83
C 1.56 -0.54 -0.51 0.91
O 1.36 -0.19 0.72 -0.96
C 0.61 -1.39 -1.20 0.44
N -0.47 -1.83 -0.48 -0.30
C -1.33 -2.63 -1.05 -0.67
C -1.20 -3.10 -2.37 -0.85
C -0.15 -2.65 -3.12 -0.65
C 0.78 -1.74 -2.56 0.71
H -1.64 1.92 -3.37 0.47
H 0.59 1.07 -3.81 0.50
H -1.03 -1.87 -6.47 0.46
H -3.33 -1.03 -5.99 0.43
H 3.69 -0.11 -3.14 0.40
H 3.42 0.47 -0.74 0.46
H -2.18 -2.95 -0.45 0.46
H -1.92 -3.79 -2.78 0.42
H -0.02 -2.99 -4.13 0.61
```

net charge = 0

# 2
ORCA calculation (ωB97M-V with the def2-TZVPD basis set) on C29H21CaCl2N4O4 as an isolated structure.

```
61
Properties=species:S:1:pos:R:3:mulliken_charge:R:1
Ca -0.33 0.19 0.43 2.15
O 1.15 1.17 -0.95 -0.73
C 2.40 1.42 -0.80 0.67
C 3.26 1.43 -1.94 -0.48
C 4.61 1.64 -1.84 -0.43
C 5.22 1.88 -0.60 -0.77
C 4.42 1.90 0.51 -0.72
C 3.03 1.68 0.46 0.63
C 2.34 1.69 1.74 -0.46
N 1.12 1.42 1.98 -0.08
C 0.68 1.44 3.36 -0.88
C -0.13 0.17 3.67 -0.84
N -1.22 0.11 2.72 -0.05
C -2.42 0.13 3.11 -0.49
C -3.58 0.25 2.23 0.53
C -4.82 -0.17 2.71 -0.58
C -5.97 -0.07 1.96 -0.68
C -5.88 0.51 0.69 -0.52
C -4.68 0.97 0.20 -0.39
C -3.46 0.86 0.94 0.49
O -2.36 1.31 0.45 -1.00
H 2.79 1.23 -2.90 0.35
H 5.22 1.61 -2.74 0.38
H 6.29 2.04 -0.53 0.39
H 4.86 2.08 1.49 0.28
H 2.99 1.95 2.59 0.13
H 0.02 2.30 3.50 0.32
H 1.51 1.53 4.06 0.46
H -0.49 0.21 4.71 0.49
H 0.51 -0.70 3.53 0.15
H -2.64 0.08 4.19 0.23
H -4.87 -0.59 3.71 0.32
H -6.92 -0.42 2.35 0.38
H -6.77 0.60 0.07 0.36
H -4.61 1.43 -0.78 0.45
Cl 6.31 -2.12 -1.41 -0.29
C 4.72 -2.06 -0.68 0.21
C 4.60 -1.74 0.68 -0.51
C 3.36 -1.66 1.25 0.40
Cl 3.25 -1.28 2.94 -0.22
C 2.13 -1.84 0.51 -0.01
O 1.00 -1.62 1.04 -1.07
C 2.32 -2.25 -0.85 1.42
C 1.21 -2.61 -1.71 -0.39
O 0.03 -2.64 -1.44 -0.51
C 3.60 -2.32 -1.42 -0.87
H 5.48 -1.54 1.27 0.39
H 1.53 -2.90 -2.73 0.23
H 3.70 -2.60 -2.46 0.32
N -5.01 -0.28 -5.95 -0.51
C -4.29 -0.30 -5.05 -0.13
C -3.40 -0.33 -3.93 0.67
C -2.30 0.52 -3.88 -0.82
C -1.47 0.46 -2.78 -0.46
N -1.68 -0.38 -1.77 0.31
C -2.73 -1.19 -1.81 -0.46
C -3.62 -1.20 -2.87 -0.67
H -2.10 1.21 -4.69 0.49
H -0.59 1.10 -2.68 0.42
H -2.86 -1.86 -0.97 0.52
H -4.47 -1.87 -2.87 0.49
```

net charge = -1

# 3
ORCA calculation (ωB97M-V with the def2-TZVPD basis set) on C29H21ClF3I2N7O5Ru as an isolated structure.

```
69
Properties=species:S:1:pos:R:3:mulliken_spin:R:1
Ru 0.13 0.00 0.08 0.90
Cl -3.06 5.16 -3.14 0.00
C -2.35 4.11 -1.95 0.01
C -2.32 4.50 -0.64 -0.01
C -1.75 3.67 0.35 0.02
I -1.75 4.28 2.33 0.00
C -1.20 2.44 0.03 -0.02
O -0.66 1.64 0.91 0.03
C -1.26 2.05 -1.35 0.01
N -0.72 0.83 -1.63 -0.02
C -0.77 0.36 -2.85 0.00
C -1.32 1.11 -3.91 0.00
C -1.83 2.35 -3.66 0.00
C -1.83 2.86 -2.34 0.00
H -2.73 5.45 -0.36 0.00
H -0.36 -0.63 -3.01 0.00
H -1.33 0.69 -4.91 0.00
H -2.25 2.95 -4.46 0.00
I -8.40 -2.81 -0.15 0.00
C -6.40 -2.35 0.22 0.00
C -5.86 -2.62 1.47 0.00
C -4.52 -2.33 1.71 0.00
C -3.73 -1.78 0.71 0.00
C -4.29 -1.51 -0.54 0.00
C -5.62 -1.80 -0.79 0.00
C -2.27 -1.52 1.00 0.00
O -1.75 -2.00 1.98 0.02
O -1.72 -0.77 0.08 0.02
H -6.48 -3.04 2.26 0.00
H -4.07 -2.54 2.67 0.00
H -3.67 -1.07 -1.30 0.00
H -6.05 -1.60 -1.76 0.00
C 3.15 -1.82 -4.24 0.00
C 3.12 -0.52 -3.46 0.00
N 2.10 -0.63 -2.44 0.01
C 1.79 -1.76 -1.77 0.01
N 0.92 -1.71 -0.79 0.00
C 0.53 -2.97 -0.14 0.00
C 1.70 -3.93 -0.08 0.00
C 2.18 -4.18 -1.48 0.00
N 2.38 -2.92 -2.18 0.01
C 3.36 -2.95 -3.26 0.00
H 3.95 -1.81 -4.99 0.00
H 2.20 -1.95 -4.76 0.00
H 2.87 0.33 -4.08 0.00
H 4.10 -0.33 -3.01 0.00
H 1.61 0.21 -2.19 0.00
H -0.32 -3.42 -0.69 0.00
H 0.18 -2.73 0.86 0.00
H 1.40 -4.87 0.40 0.00
H 2.49 -3.48 0.52 0.00
H 1.45 -4.79 -2.04 0.00
H 3.13 -4.73 -1.49 0.00
H 3.27 -3.92 -3.76 0.00
H 4.38 -2.90 -2.84 0.00
N 0.90 -0.68 1.85 0.00
C 1.38 -1.07 2.82 -0.01
C 2.02 -1.66 3.91 0.00
C 2.11 -1.01 5.16 0.00
N 2.19 -0.50 6.19 0.00
C 2.60 -2.93 3.71 0.00
N 3.06 -3.98 3.54 0.00
F 4.03 3.53 -1.15 0.00
C 3.65 2.60 -0.27 0.00
F 3.54 3.18 0.92 0.00
F 4.65 1.69 -0.20 0.00
C 2.34 1.88 -0.70 0.00
O 1.89 2.12 -1.82 0.01
O 1.94 1.07 0.18 -0.01
```

net charge = -1
spin multiplicity = 2

In the order shown, the computed energy relative to the best compared isomer or geometry (same formula, charge and spin) values come out to 0.0; 4.3; 5.7 kcal/mol.